# 1
14
Properties=species:S:1:pos:R:3:forces:R:3 method="wB97M-V/def2-TZVPD" energy_ev=-21220.685 de_lowest_ev=2.299 gap_ha=0.339 largest_force_ha_per_bohr=0.0542 e_lumo_ev=0.29 charge=0
S 2.35826 -0.59789 -0.51014 -0.9 0.8 0.2
O 1.49284 1.76474 0.25529 0.8 -0.2 -0.7
O -0.37082 -1.23449 0.88208 0.3 -1.0 0.2
O -2.85279 0.78666 -0.65174 -1.9 1.7 -1.2
C -1.00625 -0.54505 -0.15302 -1.2 -1.2 -2.1
C -0.07235 0.11990 0.68158 0.4 0.2 1.2
C 1.26068 0.45651 0.08967 0.8 -0.2 1.0
C -2.50941 -0.37876 -0.03968 0.6 -2.5 0.9
H -3.82960 0.83743 -0.79740 1.3 -0.1 0.2
H -0.53696 0.65502 1.51540 0.7 0.8 -0.3
H -2.74412 -0.37747 1.05326 0.0 -0.1 -0.6
H -0.57318 -0.82414 -1.13024 -0.6 0.2 0.2
H -2.96483 -1.30896 -0.52037 0.3 1.1 0.6
H 0.72672 2.13347 0.68532 -0.5 0.6 0.3

---

# 2
14
Properties=species:S:1:pos:R:3:forces:R:3 method="wB97M-V/def2-TZVPD" energy_ev=-12435.997 de_lowest_ev=0.238 gap_ha=0.298 largest_force_ha_per_bohr=0.0275 e_lumo_ev=6.51 charge=-2
O 2.41055 1.23097 2.40941 -0.1 -0.6 -0.9
O -3.56632 -0.81938 -1.70867 0.4 0.3 -0.2
O -2.55170 0.51735 -3.20685 0.3 0.2 0.0
O 2.56273 -0.91400 3.01933 0.1 -0.3 0.1
C 2.15453 -0.59902 0.75322 -0.5 -0.1 0.0
C -1.87192 0.63967 -0.91438 0.6 -0.2 0.4
C -2.71006 0.04854 -2.05890 -1.1 -0.8 0.5
C 2.40390 -0.00740 2.16699 0.6 0.7 0.6
H -2.47020 1.40439 -0.41174 0.2 0.4 -0.4
H -0.90009 0.98001 -1.28006 -0.3 0.6 0.0
H 2.89935 -1.35243 0.50507 0.1 -0.2 0.3
H -1.62050 -0.01969 -0.07792 -0.3 -0.5 -0.4
H 2.04461 0.01412 -0.14535 -0.1 0.5 0.5
H 1.21512 -1.12313 0.94984 0.0 -0.2 -0.5

---

# 3
14
Properties=species:S:1:pos:R:3:forces:R:3 method="wB97M-V/def2-TZVPD" energy_ev=-12434.122 de_lowest_ev=2.050 gap_ha=0.387 largest_force_ha_per_bohr=0.0587 e_lumo_ev=0.54 charge=0
O -0.84213 1.27854 0.23056 0.8 -0.2 0.3
O -0.04995 0.20998 2.08506 0.1 -0.4 -1.0
O 1.80190 2.02448 0.22694 -0.3 0.5 0.0
O 2.19114 -0.15715 -0.05608 0.0 -0.2 -0.1
C -0.66056 -1.72044 -0.20442 -0.8 -0.6 -1.2
C -1.25257 -1.04380 -1.19543 0.5 -0.4 0.6
C 1.47686 0.73478 0.29084 0.2 -0.8 -0.3
C 0.08998 0.55231 0.94163 -0.9 2.7 1.1
H -0.67210 -0.56798 -1.97574 0.0 -0.1 -0.1
H 0.38555 -1.97860 -0.24951 0.2 0.3 0.2
H 2.65953 2.13970 -0.21602 -0.1 -0.3 0.2
H -1.25166 -2.20747 0.56002 0.0 0.1 0.1
H -1.55322 1.62496 0.79510 0.2 -0.5 0.2
H -2.32277 -0.88930 -1.23294 0.0 0.1 0.1

---

# 4
14
Properties=species:S:1:pos:R:3:forces:R:3 method="wB97M-V/def2-TZVPD" energy_ev=-12431.727 de_lowest_ev=4.446 gap_ha=0.401 largest_force_ha_per_bohr=0.0974 e_lumo_ev=0.48 charge=0
O 0.98965 0.73081 -1.06294 1.9 -0.8 3.5
O 0.50791 -1.03685 0.22853 -2.8 -1.1 1.7
O -2.69234 0.88693 -0.49360 4.4 -2.0 1.3
O -2.02910 -1.26735 -0.43425 1.7 0.7 1.2
C -0.43395 0.04833 0.66079 2.6 2.3 0.3
C -1.79890 0.05622 -0.20200 -3.3 -0.1 0.0
C 0.51646 1.27305 0.26444 -1.3 -1.2 -0.4
C 1.55640 -0.60408 -0.57159 -3.3 1.6 -3.4
H -0.31008 2.08816 -0.02847 2.8 -0.8 1.1
H 1.46498 1.27637 1.17540 -2.9 0.8 -3.0
H -1.21933 -1.61322 0.06607 -1.5 -0.9 -1.6
H 1.66753 -1.25061 -1.52367 -0.1 1.0 1.7
H 2.37460 -0.57702 0.08749 1.7 0.7 0.2
H -0.59385 -0.01074 1.83379 0.0 -0.2 -2.6

---

# 5
24
Properties=species:S:1:pos:R:3:forces:R:3 method="wB97M-V/def2-TZVPD" energy_ev=-33314.775 de_lowest_ev=0.000 gap_ha=0.319 largest_force_ha_per_bohr=0.1160 e_lumo_ev=-11.86 charge=+4
Rb 2.62522 -2.65524 -0.54657 0.2 -0.3 0.8
Rb -1.20212 -2.92935 -2.29576 -0.8 -0.9 0.6
Rb 2.83476 2.66676 0.08035 0.1 0.4 0.4
Rb 2.97483 2.26952 -4.68032 0.2 0.6 -0.2
Rb -2.20614 1.21785 -2.48489 -0.3 0.4 0.2
Rb 1.71776 -1.51333 -5.04121 0.1 -0.2 -0.3
S 1.09859 0.30413 -1.63132 0.2 1.4 1.1
O 0.14327 -0.80519 -1.71633 0.0 -1.7 0.0
O 1.66343 0.52335 -2.95608 1.7 -0.6 -2.7
O -0.12871 -2.89680 0.72354 0.9 0.8 0.1
O -1.39260 -1.09249 1.02472 1.5 0.1 0.3
O 2.19088 0.11128 -0.64040 -0.9 -0.6 -0.8
O 0.32683 1.49957 -1.35055 -0.5 1.4 1.1
O 0.71420 -1.00995 1.83236 0.1 -5.3 -2.6
C -2.34761 0.76570 2.23668 1.1 0.4 -0.2
C -0.25875 -1.77381 1.15495 0.2 0.3 0.5
C -1.12890 0.28745 1.41924 -1.8 0.7 -0.1
C 0.26140 0.21311 2.10033 -1.7 2.8 1.7
H 0.17401 0.28937 3.18414 -0.5 0.1 0.2
H 1.02820 0.96453 1.91191 -0.3 0.2 -0.9
H -3.14368 0.02294 2.18484 0.2 0.0 0.5
H -1.22939 0.85064 0.49143 1.1 0.0 -0.1
H -1.98316 1.01914 3.23219 -0.7 -0.2 0.2
H -2.73230 1.67081 1.76672 0.0 0.1 0.2

---

# 6
13
Properties=species:S:1:pos:R:3:forces:R:3 method="wB97M-V/def2-TZVPD" energy_ev=-24865.097 de_lowest_ev=3.182 gap_ha="0.264 / 0.264" largest_force_ha_per_bohr=0.1410 e_lumo_ev="-0.83 / -0.83" charge=0
P 4.31012 0.23103 -0.00334 -2.0 -1.0 0.5
P 2.42908 -0.43926 0.53964 1.5 1.1 -0.1
O 3.43930 -1.57469 0.12676 0.6 -0.1 -0.3
C -0.72767 0.67922 -0.04531 2.0 3.8 -1.0
C -1.60102 -1.67090 0.08482 -1.4 0.3 -1.0
C -0.36880 2.02857 -0.26264 -0.1 1.4 3.6
C -0.66471 -0.47920 0.03894 -2.8 -6.6 1.2
H -1.88979 -2.19706 1.02573 1.3 0.4 -0.5
H 0.04247 2.35542 0.81137 -0.6 -0.1 -2.4
H -1.36412 2.46829 -0.35540 0.5 1.1 -0.5
H -1.36086 -2.38123 -0.73509 -0.1 0.2 0.8
H 0.36748 2.18735 -1.03710 -0.2 0.2 -0.3
H -2.61150 -1.20754 -0.18837 1.3 -0.7 0.1

---

# 7
12
Properties=species:S:1:pos:R:3:forces:R:3 method="wB97M-V/def2-TZVPD" energy_ev=-17125.501 de_lowest_ev=2.629 gap_ha=0.375 largest_force_ha_per_bohr=0.0980 e_lumo_ev=0.65 charge=0
S -1.39726 -1.60082 1.63510 1.7 1.3 -1.8
O 1.35534 1.67079 -1.50821 -0.4 1.0 -0.2
C -1.18471 0.60200 -0.08427 -2.8 4.2 -0.2
C 1.79400 0.73506 -0.92983 -1.8 -1.8 0.7
C -0.43269 -0.32395 0.35870 0.8 -2.7 1.4
C 1.02652 -0.26763 0.04767 2.9 -1.5 1.2
H -1.55106 -2.69968 0.86259 0.2 0.3 -0.1
H -2.25424 0.60680 0.21422 0.8 0.2 -0.6
H 2.81388 0.40646 -1.10777 0.7 -0.2 0.3
H 1.41344 -1.29728 -0.22718 -0.4 1.0 -0.1
H 1.64295 -0.12023 0.99749 -0.8 -0.1 -0.7
H -0.71547 1.57309 -0.47218 -0.9 -1.7 0.0

---

# 8
12
Properties=species:S:1:pos:R:3:forces:R:3 method="wB97M-V/def2-TZVPD" energy_ev=-17123.632 de_lowest_ev=4.498 gap_ha=0.333 largest_force_ha_per_bohr=0.1269 e_lumo_ev=0.27 charge=0
S 0.42053 0.94640 1.34498 -0.6 -1.1 -1.1
O 2.40998 -0.55175 0.25848 1.1 -0.2 -0.4
C -0.00976 -1.10463 -0.46386 -0.1 5.3 3.8
C 1.09519 -0.65253 0.62348 -0.8 -1.4 -0.3
C -0.83976 0.84606 0.07554 0.5 -3.2 -1.8
C -1.87625 1.52933 -0.44463 1.7 -2.4 1.2
H -2.21910 2.30611 0.16143 -0.7 1.7 0.4
H -0.51961 -1.91918 -0.01374 -1.0 -0.5 -0.1
H 2.63990 0.27036 -0.16141 -0.2 0.6 -0.4
H 0.22572 -1.15505 -1.47322 0.6 -0.1 -1.7
H 1.20128 -1.56419 1.25450 -0.8 1.1 0.6
H -2.52812 1.04907 -1.16155 0.2 0.2 -0.2

---

# 9
12
Properties=species:S:1:pos:R:3:forces:R:3 method="wB97M-V/def2-TZVPD" energy_ev=-17125.017 de_lowest_ev=3.113 gap_ha=0.353 largest_force_ha_per_bohr=0.1239 e_lumo_ev=0.67 charge=0
S 0.18842 -2.13334 0.05281 0.4 1.3 -0.2
O -1.11480 -2.73854 0.32601 -0.6 -0.9 0.1
C -0.16465 -0.65091 -1.11943 -2.2 -0.6 1.2
C 0.34900 -0.67780 1.11860 -1.4 1.1 -6.1
C 0.18653 1.65863 0.17639 3.5 1.0 -0.5
C 0.06985 0.22965 0.08937 0.9 -3.5 1.0
H 0.48043 1.72176 1.19829 0.6 1.2 0.8
H -0.69360 2.14878 0.09862 -3.1 1.5 -0.4
H -1.23025 -0.84922 -1.48307 1.1 0.4 1.0
H 0.67329 -0.59747 2.07769 0.7 0.2 2.6
H 0.34422 -0.36730 -2.00741 1.2 -0.1 -0.6
H 0.91158 2.25576 -0.52786 -1.0 -1.6 1.2

---

# 10
12
Properties=species:S:1:pos:R:3:forces:R:3 method="wB97M-V/def2-TZVPD" energy_ev=-17127.186 de_lowest_ev=0.944 gap_ha=0.352 largest_force_ha_per_bohr=0.0805 e_lumo_ev=0.70 charge=0
S 0.26915 1.70020 0.74019 0.0 -1.3 1.3
O 0.41230 -0.79688 -2.04480 -1.2 0.0 2.4
C -0.11015 1.21494 -0.92740 -2.0 -0.7 0.1
C 0.32271 -0.14120 1.38370 -0.7 0.9 0.5
C -0.32851 -1.00470 0.30477 1.6 -1.4 -0.8
C -0.01192 -0.32179 -0.98406 2.1 0.9 -3.5
H 0.31620 -1.98017 0.21541 -2.0 1.3 0.4
H 1.38126 -0.42821 1.46036 -0.4 0.2 0.1
H -0.17855 -0.20519 2.39124 0.6 0.2 -1.1
H -1.43497 -1.10139 0.24401 0.7 -0.3 0.8
H -1.22014 1.38726 -1.16344 1.6 0.3 0.1
H 0.58262 1.67714 -1.61999 -0.3 -0.1 -0.3

---

# 11
12
Properties=species:S:1:pos:R:3:forces:R:3 method="wB97M-V/def2-TZVPD" energy_ev=-17124.338 de_lowest_ev=3.792 gap_ha=0.348 largest_force_ha_per_bohr=0.0826 e_lumo_ev=0.57 charge=0
S 1.68485 -1.26294 -2.28932 0.3 0.5 0.4
O 0.90884 -1.52851 -0.84589 -0.8 -0.3 0.0
C 0.23522 -0.93406 1.37576 -1.8 3.2 -0.1
C -0.45702 1.76809 -0.88290 2.2 2.6 -0.4
C 0.06270 0.71153 -0.40173 -0.1 -3.0 -0.5
C 0.28074 -0.54392 -0.06922 1.7 1.2 0.8
H -0.31033 -1.76449 1.48672 -2.0 -3.7 0.0
H -1.45920 1.95040 -1.03452 -2.2 -0.1 -0.6
H 0.70890 -1.36652 -3.20349 -0.4 0.0 0.2
H 1.09600 -1.11156 1.91070 2.5 -0.1 0.7
H -0.42323 -0.25558 1.99918 1.0 0.0 -1.0
H 0.20085 2.62623 -1.10992 -0.4 -0.3 0.4

---

# 12
12
Properties=species:S:1:pos:R:3:forces:R:3 method="wB97M-V/def2-TZVPD" energy_ev=-17122.081 de_lowest_ev=6.049 gap_ha=0.337 largest_force_ha_per_bohr=0.1653 e_lumo_ev=-0.01 charge=0
S -0.60935 -1.21549 -0.37956 0.0 -0.8 1.0
O 2.48270 0.17956 -0.09095 -7.2 4.0 -2.0
C 0.40510 -0.19748 0.72856 -1.6 0.8 1.3
C 1.16787 0.63920 -0.20178 7.7 -1.1 0.7
C -1.03910 0.25596 0.76155 0.6 -2.4 -2.3
C -1.35757 1.25870 -0.29572 -5.4 5.7 1.6
H 0.46903 1.73735 -0.86930 3.6 -3.6 2.0
H -2.59847 1.42602 -0.20762 3.0 -1.1 -1.2
H -1.24015 2.33263 0.11313 0.5 -1.1 0.0
H -1.82869 -0.06958 1.48098 1.1 0.7 -0.4
H -0.92641 1.44564 -1.32461 -1.3 -1.6 1.1
H 0.95487 -0.59897 1.65229 -1.0 0.5 -1.8

---

# 13
12
Properties=species:S:1:pos:R:3:forces:R:3 method="wB97M-V/def2-TZVPD" energy_ev=-17125.248 de_lowest_ev=2.882 gap_ha=0.312 largest_force_ha_per_bohr=0.0841 e_lumo_ev=0.90 charge=0
S -1.90744 0.12229 -0.92370 -3.7 -0.9 -1.7
O 0.02907 -1.12790 0.31532 -0.6 1.9 -2.5
C 0.30652 0.27079 0.09483 1.0 -2.5 0.9
C 1.54302 0.66433 0.76465 -2.0 1.7 1.8
C -1.13415 -1.44905 -0.54799 0.6 2.5 3.4
C -0.61400 1.03862 -0.46559 1.8 -1.3 0.5
H -0.53799 1.98092 -0.89650 0.5 1.7 0.0
H 2.47711 0.20888 0.44481 -0.1 0.1 -0.1
H 1.34740 1.77187 0.46240 1.9 -1.2 1.6
H -1.05569 -2.03533 -1.38445 1.1 -1.6 -1.9
H -1.73806 -1.80869 0.21099 -1.7 -1.8 0.7
H 1.28422 0.36327 1.92525 1.2 1.3 -2.6

---

# 14
13
Properties=species:S:1:pos:R:3:forces:R:3 method="wB97M-V/def2-TZVPD" energy_ev=-27958.450 de_lowest_ev=4.829 gap_ha=0.349 largest_force_ha_per_bohr=0.0553 e_lumo_ev=0.59 charge=0
S -0.28738 1.32376 2.60832 1.2 0.7 -1.0
S 1.29858 0.33871 -1.23917 1.4 0.8 0.2
O -1.08814 -0.82930 -0.81879 0.0 1.0 -1.2
C -0.25376 -0.28262 -1.97270 -1.0 -0.4 2.1
C 0.89593 -0.41103 0.29574 0.2 2.4 0.5
C -0.55130 -0.08840 0.25224 -1.5 0.5 -2.1
C -0.01221 -0.20474 1.55835 0.6 0.1 2.8
H 0.32183 2.40975 1.81898 -0.9 -2.2 1.0
H -0.72796 0.43240 -2.63545 -0.4 0.3 0.4
H 0.08262 -1.13987 2.20182 -0.3 1.5 -0.9
H 1.04717 -1.43339 0.33510 0.4 -1.9 -0.3
H 0.01593 -1.12453 -2.50887 0.2 -1.8 -1.2
H -0.74132 1.00926 0.10443 0.1 -1.1 -0.1

---

# 15
12
Properties=species:S:1:pos:R:3:forces:R:3 method="wB97M-V/def2-TZVPD" energy_ev=-22817.897 de_lowest_ev=3.099 gap_ha="0.268 / 0.271" largest_force_ha_per_bohr=0.0672 e_lumo_ev="-0.61 / -0.61" charge=0
P -1.25186 -0.55661 -1.71438 -0.3 1.2 0.6
P -0.70396 -2.01131 0.18090 0.1 -0.8 0.2
C -0.42623 0.81705 -0.74681 0.0 0.7 -0.4
C 0.36543 0.47189 0.48777 1.8 -0.5 2.9
C 0.70612 -1.06186 0.47337 1.7 1.4 -2.3
C -1.83599 0.76578 -0.74915 -0.2 -1.9 -2.0
H 1.76416 -1.31435 -0.05387 -2.6 0.5 1.4
H 1.32373 1.10892 0.41552 -1.4 -1.1 0.6
H 0.08920 1.61447 -1.23740 0.1 0.4 -0.8
H -0.23407 0.78983 1.43036 1.1 -0.6 -1.5
H -2.78765 1.04273 -0.39187 -0.5 0.6 0.9
H -0.19280 -3.05209 -0.67648 0.1 0.2 0.4

---

# 16
11
Properties=species:S:1:pos:R:3:forces:R:3 method="wB97M-V/def2-TZVPD" energy_ev=-15076.043 de_lowest_ev=3.750 gap_ha=0.318 largest_force_ha_per_bohr=0.1381 e_lumo_ev=0.34 charge=0
S -0.04129 2.46123 1.24856 -0.7 1.6 1.4
C -0.66324 0.01620 0.43656 2.8 -1.7 -3.4
C -0.34207 -0.59821 -0.89436 -2.3 -4.7 -1.9
C -0.02997 1.21832 0.25968 4.2 5.7 -0.8
C 0.55353 -0.93615 0.17824 0.2 -1.1 3.0
H -1.40465 0.15642 1.10145 -2.8 -1.1 2.1
H 0.41576 -1.98940 0.60302 0.8 1.8 -0.4
H 1.44821 -0.29260 0.31305 -0.1 -1.7 0.0
H -0.90703 -1.71782 -1.17711 1.3 4.0 0.0
H 0.14319 0.16645 -1.50064 -1.2 -1.1 -1.4
H 0.82757 1.51555 -0.56846 -2.3 -1.7 1.4

---

# 17
11
Properties=species:S:1:pos:R:3:forces:R:3 method="wB97M-V/def2-TZVPD" energy_ev=-15074.950 de_lowest_ev=4.843 gap_ha="0.204 / 0.205" largest_force_ha_per_bohr=0.0846 e_lumo_ev="-2.04 / -2.04" charge=0
S -3.01016 -0.27611 0.28633 2.7 0.9 0.2
C 1.03329 0.45357 0.54841 2.0 2.9 0.0
C 0.27449 1.04999 -0.47546 1.8 -3.1 2.5
C 0.66450 -0.95173 0.23682 0.6 2.2 -1.9
C -0.10227 -0.22750 -0.88891 -3.0 -1.4 -1.6
H -0.67363 -0.59268 -1.82785 1.3 0.6 1.7
H 1.56613 -1.43386 -0.08179 0.1 -1.2 0.0
H -1.98361 0.47331 0.91423 -1.5 -0.8 -0.5
H 1.93018 0.84856 1.20420 -2.2 -0.7 -1.2
H 0.24293 1.98222 -0.88288 -0.5 2.4 -0.8
H 0.05816 -1.32577 0.96689 -1.4 -1.9 1.7

---

# 18
11
Properties=species:S:1:pos:R:3:forces:R:3 method="wB97M-V/def2-TZVPD" energy_ev=-15078.938 de_lowest_ev=0.855 gap_ha=0.349 largest_force_ha_per_bohr=0.0503 e_lumo_ev=1.03 charge=0
S -0.56928 0.32286 -1.68221 0.5 0.6 1.0
C 0.72543 -0.81383 -0.97358 -1.6 0.3 0.8
C 0.80880 -0.46949 0.49688 -1.5 0.9 -1.4
C -1.01452 1.03129 -0.01751 0.0 -0.5 2.1
C -0.20452 0.21377 1.02290 0.4 0.3 -1.3
H -2.09062 0.97847 0.19807 0.1 -0.3 -0.5
H -0.28961 0.32946 2.10613 -0.2 0.3 -0.4
H 1.59795 -0.77073 1.07382 1.8 -1.3 1.4
H 0.25601 -1.76142 -0.95755 -1.0 -1.2 0.1
H 1.53439 -1.12719 -1.59344 1.3 1.2 -0.4
H -0.75403 2.06682 0.32649 0.1 -0.4 -1.5

---

# 19
11
Properties=species:S:1:pos:R:3:forces:R:3 method="wB97M-V/def2-TZVPD" energy_ev=-15079.236 de_lowest_ev=0.557 gap_ha=0.362 largest_force_ha_per_bohr=0.0230 e_lumo_ev=0.97 charge=0
S 1.40738 -0.65940 -0.07067 -0.1 0.0 -0.3
C -0.09992 0.24158 0.44118 0.1 0.3 -0.3
C 1.02630 1.09665 -0.03002 0.2 0.6 0.7
C -1.32140 0.13910 -0.39293 -0.7 -0.9 0.2
C -2.51734 -0.22404 0.09859 0.4 0.3 -0.1
H 0.92497 1.63942 -0.97025 0.0 -0.3 0.1
H -2.68161 -0.41712 1.16419 0.2 0.1 -0.4
H -0.23980 0.20114 1.51632 -0.2 0.0 -0.1
H -1.20978 0.25069 -1.47940 0.1 0.1 0.5
H -3.39562 -0.31539 -0.54458 0.4 0.0 0.2
H 1.55795 1.67204 0.74356 -0.2 -0.3 -0.4

---

# 20
12
Properties=species:S:1:pos:R:3:forces:R:3 method="wB97M-V/def2-TZVPD" energy_ev=-25911.562 de_lowest_ev=3.729 gap_ha=0.294 largest_force_ha_per_bohr=0.1132 e_lumo_ev=-0.76 charge=0
S 0.54402 -0.56730 1.72710 -0.1 -1.4 0.9
S 0.82871 1.75846 -0.20152 -0.3 -2.9 1.3
C 0.34600 0.15861 0.22949 -1.2 1.2 -3.5
C -0.57466 -1.95443 -1.18867 -0.4 -1.2 1.2
C -1.60708 0.17953 -1.38731 -4.4 3.8 -0.3
C -0.57142 -0.63444 -0.84239 2.5 -1.3 2.0
H 0.01176 -2.90840 -0.68876 -1.3 2.9 -1.5
H -0.14892 -1.79915 1.55585 0.8 1.6 -0.2
H -1.99711 -0.45515 -2.36479 0.5 2.7 2.3
H -2.55983 0.27001 -0.51046 2.5 -0.5 -2.6
H -1.49548 -2.18319 -1.86095 2.1 -0.2 1.1
H -1.33120 1.52169 -1.40705 -0.7 -4.6 -0.7